# 1
DFT (ωB97M-V/def2-TZVPD) results for C23H37Al2BCl3F4KN5O11 as an isolated structure.

Summary:
Energy above the lowest of the compared OMol25 structures with the same formula, charge and spin = 31.1 kcal per mole
Net charge = -1
Orbital gap = 0.06258 Eh
E_HOMO = -4.22 eV

```
87
Properties=species:S:1:pos:R:3:lowdin_charge:R:1
C -2.41 -3.44 2.28 -0.089
C -1.43 -2.23 2.39 -0.264
C -0.11 -2.48 1.59 -0.222
C -0.28 -2.86 0.09 -0.171
C -0.06 -1.70 -0.93 -0.176
C -0.75 -0.36 -0.52 -0.140
C 0.31 0.77 -0.14 -0.117
N 1.44 0.35 0.37 0.171
C 2.32 1.34 0.73 -0.212
C 3.56 0.93 1.31 -0.027
C 4.54 1.83 1.68 -0.057
C 4.26 3.23 1.48 0.004
C 3.05 3.64 0.95 -0.195
O 2.79 5.01 0.79 0.047
C 3.62 5.54 -0.10 -0.274
N 4.35 5.74 -0.98 0.232
C 2.03 2.71 0.53 -0.139
N 0.87 3.23 0.01 0.208
C 0.05 2.27 -0.33 -0.161
C -1.31 2.73 -0.98 -0.063
B -2.54 2.79 0.08 -0.552
O -2.37 3.35 1.34 0.170
O -3.83 2.29 -0.31 0.087
H -2.83 -3.52 1.26 0.068
H -3.18 -3.33 3.06 0.076
H -1.81 -4.35 2.49 0.077
H -1.91 -1.26 2.15 0.083
H -1.14 -2.19 3.46 0.090
H 0.56 -1.61 1.76 0.078
H 0.39 -3.34 2.09 0.099
H -1.23 -3.35 -0.15 0.111
H 0.51 -3.61 -0.13 0.110
H -0.55 -2.02 -1.88 0.073
H 1.01 -1.59 -1.17 0.111
H -1.52 -0.48 0.27 0.125
H -1.27 0.01 -1.42 -0.089
H 3.73 -0.15 1.45 0.125
H 5.49 1.48 2.08 0.115
H 5.03 3.95 1.75 0.134
H -1.16 3.77 -1.33 0.139
H -1.51 2.14 -1.91 -0.043
H -1.70 2.85 1.81 0.096
H -4.05 1.46 0.17 0.105
C -1.46 -2.66 -5.60 -0.129
C -2.33 -1.90 -4.59 -0.552
O -1.88 -2.11 -3.34 -0.333
H -1.48 -3.74 -5.42 0.063
H -1.83 -2.49 -6.62 0.040
H -0.42 -2.33 -5.57 0.056
H -3.38 -2.23 -4.82 0.073
H -2.34 -0.84 -4.96 0.073
C 3.80 1.05 5.66 -0.689
O 4.14 0.41 4.70 0.077
N 4.01 0.66 6.94 0.209
N 3.13 2.28 5.53 0.040
H 3.73 1.20 7.74 0.117
H 4.48 -0.21 7.08 0.082
H 2.96 2.61 4.58 -0.003
H 2.83 2.85 6.31 0.114
Al 1.22 1.78 4.64 0.976
C 3.31 -3.62 7.50 -1.543
Cl 2.10 -2.90 8.57 0.518
Cl 2.88 -3.36 5.81 0.534
Cl 4.91 -2.95 7.84 0.527
H 3.34 -4.68 7.69 0.017
C 7.38 8.48 -2.47 -0.859
O 7.42 7.56 -3.33 -0.109
O 6.20 8.43 -1.70 -0.043
O 8.18 9.39 -2.22 -0.065
H 5.86 7.65 -2.17 0.036
O -0.57 1.14 -3.74 -0.101
H -0.25 1.77 -4.40 0.083
H 0.17 1.03 -3.13 0.062
F -5.70 -3.33 0.57 -0.210
Al -6.42 -2.04 1.45 -0.096
F -6.30 -2.35 3.14 -0.222
F -8.07 -1.87 1.00 -0.214
F -5.57 -0.57 1.09 -0.222
K -2.41 0.76 -2.22 0.996
O -4.23 -2.81 -6.84 0.021
C -5.17 -3.60 -6.61 -0.280
C -5.47 -4.53 -8.07 -0.307
O -6.43 -5.29 -7.84 0.009
H -6.15 -3.16 -6.34 0.128
H -5.02 -4.36 -5.82 0.137
H -4.49 -4.98 -8.30 0.125
H -5.59 -3.76 -8.85 0.121
```



# 2
DFT (ωB97M-V/def2-TZVPD) results for C23H37IN4O7P2RuS4 as an isolated structure.

Summary:
<S²> = 0.76
Energy above the lowest of the compared OMol25 structures with the same formula, charge and spin = 40.2 kcal per mole
Net charge = +1
Orbital gap (spin up / spin down) = 0.24647 / 0.24408 Eh
Spin multiplicity = 2
E_HOMO (spin up / spin down) = -10.21 / -10.17 eV

```
79
Properties=species:S:1:pos:R:3:lowdin_spin:R:1
Ru -0.01 -0.12 -0.72 0.858
O 0.28 -3.98 3.49 0.001
C -1.02 -3.80 3.18 0.000
C -2.02 -4.35 3.99 0.000
C -3.36 -4.19 3.69 0.000
C -3.73 -3.47 2.55 0.000
C -2.75 -2.92 1.76 0.000
C -1.39 -3.05 2.05 0.000
C -0.44 -2.35 1.15 0.002
O -0.95 -1.76 0.10 0.030
N 0.81 -2.35 1.43 0.022
N 1.55 -1.56 0.57 0.059
C 2.81 -1.69 0.85 0.005
S 3.25 -2.73 2.19 0.003
C 5.02 -2.72 1.79 0.000
C 5.39 -1.37 1.22 0.000
S 4.12 -0.90 0.02 -0.001
H 0.34 -4.55 4.27 0.000
H -1.72 -4.92 4.86 0.000
H -4.11 -4.62 4.34 0.000
H -4.78 -3.36 2.30 0.000
H -3.01 -2.36 0.87 0.000
H 5.21 -3.51 1.07 0.000
H 5.57 -2.93 2.71 0.000
H 6.34 -1.39 0.69 0.000
H 5.44 -0.61 2.00 0.000
C -5.02 2.48 -4.23 0.000
C -4.31 1.45 -3.38 -0.001
O -2.91 1.84 -3.30 0.002
P -1.86 0.95 -2.53 0.002
S -0.13 1.90 -2.52 0.021
S -2.49 0.42 -0.72 -0.026
O -1.72 -0.43 -3.32 0.004
C -1.14 -0.51 -4.65 0.000
C -2.12 -0.12 -5.74 0.000
H -6.08 2.21 -4.32 0.000
H -4.59 2.52 -5.23 0.000
H -4.95 3.46 -3.77 0.000
H -4.38 0.45 -3.82 0.000
H -4.72 1.41 -2.37 -0.001
H -0.84 -1.55 -4.76 0.000
H -0.25 0.12 -4.68 0.000
H -3.01 -0.75 -5.69 0.000
H -1.65 -0.27 -6.71 0.000
H -2.41 0.92 -5.65 0.000
C 0.26 4.40 0.09 0.000
C -0.75 3.36 0.50 0.000
O -0.20 2.47 1.51 -0.007
P 0.47 1.06 1.24 -0.021
O 2.03 1.24 1.34 -0.006
C 2.73 1.71 2.52 -0.001
C 3.01 3.19 2.43 0.000
O 0.12 0.31 2.58 -0.004
C -1.24 0.22 3.07 0.000
C -1.46 1.20 4.19 0.000
H -0.17 5.05 -0.67 0.000
H 1.15 3.93 -0.31 0.000
H 0.55 5.02 0.95 0.000
H -1.07 2.78 -0.36 0.000
H -1.64 3.80 0.95 0.000
H 3.66 1.13 2.53 0.000
H 2.15 1.45 3.41 0.000
H 3.55 3.43 1.52 0.000
H 3.62 3.49 3.28 0.000
H 2.08 3.76 2.45 0.000
H -1.35 -0.80 3.42 0.000
H -1.94 0.38 2.25 0.000
H -0.76 1.01 5.01 0.000
H -2.48 1.09 4.58 0.000
H -1.33 2.23 3.85 0.000
I 5.31 1.53 -3.53 0.000
C 3.64 0.38 -3.15 0.000
C 3.25 -0.77 -3.80 0.002
N 2.13 -1.19 -3.18 0.008
N 1.80 -0.40 -2.15 0.051
C 2.71 0.56 -2.13 0.001
H 3.67 -1.28 -4.65 0.001
H 1.60 -2.03 -3.37 0.000
H 2.66 1.35 -1.39 0.000
```



# 3
DFT (ωB97M-V/def2-TZVPD) results for C23H37N2OSc as an isolated structure.

Summary:
Energy above the lowest of the compared OMol25 structures with the same formula, charge and spin = 0.0 kcal per mole
Net charge = +2
Orbital gap = 0.25347 Eh
E_HOMO = -14.23 eV

```
64
Properties=species:S:1:pos:R:3:nbo_charge:R:1
C 1.23 -2.44 1.84 -0.658
H 0.62 -3.32 2.05 0.303
H 1.90 -2.77 1.01 0.246
H 0.38 -1.65 1.54 0.156
C 2.02 -1.97 3.07 -0.415
H 2.89 -1.37 2.76 0.217
H 1.39 -1.29 3.66 0.237
C 2.49 -3.11 3.99 -0.602
H 3.07 -2.71 4.82 0.253
H 1.64 -3.65 4.41 0.232
H 3.12 -3.82 3.46 0.222
C 2.00 0.14 -1.73 -0.099
C 3.13 0.02 -0.84 -0.152
C 3.40 -1.38 -0.66 -0.144
C 2.40 -2.13 -1.39 -0.087
C 1.55 -1.18 -2.06 -0.098
C 0.52 -1.50 -3.08 -0.649
C 2.39 -3.60 -1.59 -0.660
C 4.56 -1.97 0.07 -0.646
C 3.91 1.16 -0.28 -0.646
C 1.45 1.40 -2.29 -0.652
Sc 1.34 -0.93 0.30 1.759
H 1.42 -3.94 -1.99 0.235
H 3.17 -3.91 -2.30 0.269
H 2.57 -4.14 -0.65 0.221
H 0.21 -2.55 -3.03 0.230
H -0.38 -0.88 -2.94 0.230
H 0.89 -1.30 -4.10 0.269
H 1.73 2.26 -1.66 0.233
H 1.84 1.60 -3.30 0.272
H 0.36 1.37 -2.35 0.235
H 4.46 0.86 0.62 0.232
H 4.63 1.54 -1.01 0.274
H 3.24 1.99 -0.02 0.229
H 4.26 -2.84 0.68 0.220
H 5.33 -2.31 -0.63 0.272
H 5.02 -1.22 0.73 0.237
C -2.94 5.41 -0.38 -0.620
C -3.97 4.40 0.05 -0.215
N -3.40 3.07 0.31 -0.421
C -3.73 2.44 1.61 -0.208
C -4.92 1.50 1.59 -0.623
C -2.99 2.35 -0.78 0.637
O -2.97 2.84 -1.91 -0.580
C -2.52 0.93 -0.56 -0.101
C -3.28 -0.12 -1.07 -0.081
C -2.80 -1.43 -0.92 -0.204
C -1.55 -1.63 -0.34 0.050
N -0.80 -0.59 0.12 -0.621
C -1.28 0.68 0.03 0.062
H -2.16 5.51 0.38 0.202
H -3.42 6.38 -0.51 0.235
H -2.49 5.11 -1.33 0.233
H -4.45 4.71 0.99 0.207
H -4.74 4.31 -0.74 0.219
H -2.83 1.91 1.96 0.181
H -3.92 3.28 2.29 0.230
H -4.71 0.61 0.99 0.189
H -5.12 1.19 2.61 0.236
H -5.80 2.01 1.20 0.233
H -4.23 0.09 -1.56 0.273
H -3.38 -2.29 -1.26 0.264
H -1.13 -2.63 -0.23 0.221
H -0.65 1.49 0.41 0.227
```



# 4
DFT (ωB97M-V/def2-TZVPD) results for C23H38AsBrN2O2SbSe4Si3V as an isolated structure.

Summary:
<S²> = 0.96
Net charge = +1
Orbital gap (spin up / spin down) = 0.21375 / 0.25250 Eh
Spin multiplicity = 2
E_HOMO (spin up / spin down) = -10.56 / -10.57 eV

```
76
Properties=species:S:1:pos:R:3:lowdin_spin:R:1
V 0.57 -0.58 1.82 1.518
Se 2.25 2.18 5.28 0.000
Sb 1.48 0.00 4.98 0.007
Se -0.76 0.23 3.45 -0.292
Se 2.65 -0.87 2.67 -0.197
Se 1.16 -1.74 6.51 0.011
C 0.98 -3.89 3.70 -0.002
O 0.21 -3.01 2.86 0.007
C -0.88 -3.54 2.27 0.000
C -1.63 -4.59 2.79 0.000
C -2.70 -5.07 2.06 0.000
Br -3.73 -6.49 2.76 0.000
C -3.01 -4.55 0.82 0.000
C -2.26 -3.49 0.30 0.000
C -1.22 -2.98 1.06 0.003
O -0.44 -1.91 0.60 0.015
C -2.47 -3.01 -1.06 0.000
N -1.64 -2.17 -1.64 0.000
C -2.07 -2.06 -2.96 0.000
C -1.56 -1.36 -4.06 0.000
C -2.23 -1.46 -5.26 0.000
C -3.39 -2.24 -5.40 0.000
C -3.90 -2.95 -4.33 0.000
C -3.22 -2.84 -3.12 0.000
N -3.44 -3.43 -1.90 0.000
H 1.15 -4.83 3.17 0.000
H 0.47 -4.06 4.64 0.000
H 1.92 -3.39 3.89 -0.003
H -1.37 -5.03 3.74 0.000
H -3.83 -4.98 0.26 0.000
H -0.72 -1.78 -0.40 0.002
H -0.67 -0.76 -3.98 0.000
H -1.85 -0.93 -6.12 0.000
H -3.88 -2.30 -6.36 0.000
H -4.79 -3.56 -4.43 0.000
H -4.19 -4.08 -1.67 0.000
C 1.34 -0.61 -1.91 0.002
Si 0.44 1.02 -1.63 -0.001
C 0.99 2.21 -2.95 -0.001
C -1.43 1.06 -1.53 0.001
As 1.07 1.63 0.57 -0.048
Si -0.29 3.55 1.08 -0.004
C 0.40 4.36 2.60 0.000
C -0.19 4.69 -0.40 -0.003
C -2.08 3.07 1.33 -0.001
Si 3.41 2.22 0.46 -0.004
C 3.55 3.75 -0.60 -0.003
C 4.04 2.57 2.16 -0.002
C 4.36 0.82 -0.34 0.000
H 1.01 -1.14 -2.81 0.000
H 1.29 -1.31 -1.08 0.001
H 2.39 -0.36 -2.06 0.000
H 0.61 1.87 -3.92 0.000
H 2.08 2.27 -3.03 0.000
H 0.61 3.22 -2.79 0.000
H -1.91 0.70 -2.44 0.000
H -1.70 2.11 -1.41 0.000
H -1.84 0.51 -0.69 0.000
H 1.45 4.63 2.48 0.000
H 0.32 3.72 3.48 0.000
H -0.16 5.28 2.78 0.000
H 0.83 4.87 -0.76 0.000
H -0.60 5.66 -0.10 0.000
H -0.78 4.33 -1.24 0.000
H -2.21 2.18 1.94 -0.001
H -2.61 2.93 0.39 0.000
H -2.56 3.90 1.86 0.000
H 2.85 4.54 -0.31 0.000
H 3.42 3.55 -1.66 0.000
H 4.55 4.16 -0.46 -0.001
H 3.44 3.30 2.69 0.000
H 5.05 2.97 2.06 0.000
H 4.09 1.68 2.78 -0.002
H 4.26 0.82 -1.43 0.000
H 4.10 -0.17 0.04 0.000
H 5.42 0.99 -0.11 0.000
```



> Which of these has the lowest net charge?

C23H37Al2BCl3F4KN5O11



> Among the records above, which one has the lowest net charge?

C23H37Al2BCl3F4KN5O11